Molecular formula: C25H43Cl2ErF5N3O4Si
Method: DFT, the ωB97M-V functional and the def2-TZVPD basis

Results
* spin multiplicity: 4
* energy: -113415.606 eV
* HOMO level (alpha / beta): -3.88 / -3.89 eV
* molar mass: 810.878 g/mol
* lowest unoccupied orbital energy (alpha / beta): -0.250 / -0.248 eV

CARTESIAN COORDINATES (ANGSTROEM)
1 C -4.1315 0.9899 -3.2038
2 C -3.7578 0.8358 -1.7649
3 H -5.2104 1.1713 -3.2978
4 H -3.9109 0.0900 -3.7850
5 H -3.5923 1.8415 -3.6426
6 C -4.6779 0.3779 -0.8687
7 C -5.9509 -0.2926 -1.2727
8 H -4.5793 0.5589 0.2000
9 H -5.7219 -1.1882 -1.8769
10 H -6.6622 0.3350 -1.8453
11 H -6.4939 -0.6233 -0.3754
12 Er 2.2627 -2.0629 0.8147
13 Cl 3.4936 -4.1185 0.1108
14 C 1.3154 0.2299 2.6931
15 O 1.9514 -0.8473 2.4803
16 N 1.2694 0.6074 3.9432
17 C 1.7524 -0.3563 4.9279
18 C 0.6888 1.8659 4.3650
19 H 0.8289 0.8304 1.9343
20 H 2.6720 -0.8114 4.5248
21 H 0.9967 -1.1588 5.0460
22 H 1.9202 0.1819 5.8638
23 H 0.7724 2.6104 3.5515
24 H 1.2470 2.2180 5.2512
25 H -0.3858 1.7603 4.6242
26 H 7.0675 -1.6260 1.5766
27 H 8.0927 -0.9945 -0.2290
28 C 6.0311 -1.4821 1.2816
29 C 7.2333 -1.0029 -0.8953
30 N 6.0530 -0.8608 -0.0422
31 H 5.5192 -0.8108 1.9878
32 C 4.8875 -0.4336 -0.5642
33 O 3.7648 -0.6851 -0.0261
34 H 7.2183 -0.1785 -1.6069
35 H 4.9783 0.1735 -1.4925
36 H 5.5172 -2.4519 1.2584
37 H 7.2127 -1.9548 -1.4354
38 H -1.8007 -1.7932 -1.1666
39 H -3.9479 -1.8366 1.1430
40 C -1.9827 -2.8277 -0.7817
41 C -3.3881 -2.7983 1.3286
42 N -2.0389 -2.7694 0.7037
43 H -1.1430 -3.4931 -1.0653
44 C -0.9176 -2.7774 1.4360
45 O 0.2243 -2.9287 0.9131
46 H -3.2671 -2.9405 2.4340
47 H -1.0516 -2.6185 2.5087
48 H -2.9603 -3.1977 -1.1544
49 H -3.9841 -3.6384 0.8813
50 O -1.1623 0.4759 -1.8391
51 C -2.3908 1.3744 -1.3757
52 C -2.3089 0.4347 0.9750
53 C -2.3220 1.5610 0.1469
54 H -2.1954 -0.5173 0.4825
55 C -2.3978 0.5373 2.3772
56 H -2.3149 2.3621 -1.7995
57 C -2.4136 2.8322 0.7498
58 H -2.3902 -0.3641 2.9871
59 C -2.4773 1.8169 2.9696
60 C -2.4739 2.9497 2.1405
61 H -2.4059 3.7217 0.1097
62 H -2.5315 1.8905 4.0606
63 H -2.4949 3.9355 2.6295
64 Si -0.0448 -0.1438 -2.9472
65 Cl 0.8742 -0.4928 -0.3367
66 C 0.5412 -2.0691 -3.1484
67 C 1.8427 0.3853 -3.4869
68 C -1.1353 0.4695 -4.3186
69 H -0.2661 -2.7507 -2.8492
70 H 1.4617 -2.4463 -2.6464
71 H 0.7630 -2.2918 -4.2109
72 H -1.9383 -0.2877 -4.2307
73 H -0.6536 0.4174 -5.2553
74 H -1.5005 1.4688 -4.1420
75 H 1.8853 1.4632 -3.6358
76 H 2.1327 -0.0729 -4.4398
77 H 2.6559 0.1111 -2.8002
78 F 1.0280 3.8197 -1.9562
79 C 1.5265 2.9802 -1.0278
80 F 2.7201 2.4839 -1.4300
81 C 1.6881 3.5693 0.3710
82 F 2.3894 4.7192 0.3336
83 F 0.5290 3.8724 1.0200
84 F 2.3658 2.6663 1.1326

Cartesian forces (eV/Å) of the 3 atoms listed first:
C -0.294 -0.205 -0.365
C -0.426 -0.514 0.967
H 0.249 0.016 -0.014



Molecular formula: C13H13N3O2Ru
Method: DFT, the ωB97M-V functional and the def2-TZVPD basis

Results
* spin multiplicity: 1
* energy: -24819.078 eV
* HOMO level (alpha / beta): -16.08 / -16.08 eV
* molar mass: 344.336 g/mol
* charge: +2
* lowest unoccupied orbital energy (alpha / beta): -10.976 / -10.985 eV

CARTESIAN COORDINATES (ANGSTROEM)
1 Ru 0.8764 1.3306 0.4905
2 N 3.0008 1.6566 0.8145
3 N 3.2394 3.0204 0.5572
4 C 2.2117 3.8409 0.1587
5 O 2.2837 5.0050 -0.0277
6 O 1.0317 3.1360 0.0307
7 H 3.2801 1.4278 1.7691
8 H 3.5739 1.1059 0.1801
9 H 4.1580 3.4049 0.7234
10 N -1.1540 1.4784 -0.0073
11 C -2.0125 0.3607 0.2842
12 C -3.2562 0.5915 0.8300
13 C -4.1265 -0.4739 1.0347
14 C -3.7559 -1.7689 0.6670
15 C -2.5236 -1.9927 0.1027
16 C -1.5878 -0.9422 -0.0783
17 C -0.2685 -1.2701 -0.5550
18 C -0.1041 -2.4138 -1.3617
19 C 1.1371 -2.9163 -1.6291
20 C 2.2961 -2.3303 -1.0541
21 C 2.1820 -1.1897 -0.3175
22 C 0.9281 -0.5435 -0.0977
23 H -1.5252 2.3185 0.4391
24 H -1.1642 1.6825 -1.0082
25 H -3.5719 1.5986 1.0737
26 H -5.1026 -0.2882 1.4630
27 H -4.4336 -2.5941 0.8336
28 H -2.2292 -3.0058 -0.1338
29 H -0.9749 -2.9008 -1.7786
30 H 1.2440 -3.7861 -2.2648
31 H 3.2633 -2.7823 -1.2307
32 H 3.0847 -0.7595 0.0924

Cartesian forces (eV/Å) of the 3 atoms listed first:
Ru -0.713 -1.331 1.553
N -0.072 -0.129 0.171
N 0.049 0.099 0.013



Molecular formula: C21H22IN2O4
Method: DFT, the ωB97M-V functional and the def2-TZVPD basis

Results
* spin multiplicity: 1
* energy: -41396.287 eV
* HOMO level: -10.94 eV
* molar mass: 493.321 g/mol
* charge: +1
* lowest unoccupied orbital energy: -5.643 eV

CARTESIAN COORDINATES (ANGSTROEM)
1 C 3.1882 0.5936 -2.9009
2 O 1.8576 1.0528 -2.9310
3 C 0.9748 0.0286 -2.9274
4 C -0.4126 0.2090 -2.9382
5 C -1.3041 -0.8879 -2.9554
6 C -2.6607 -0.6814 -2.9493
7 C -3.1897 0.6114 -2.9367
8 C -4.6608 0.8306 -2.9393
9 C -2.3131 1.6977 -2.9246
10 C -0.9554 1.5088 -2.9234
11 H 3.8586 1.4534 -2.8913
12 H 3.3499 -0.0041 -2.0035
13 H 3.3891 -0.0133 -3.7843
14 H 1.3753 -0.9736 -2.9104
15 H -0.8995 -1.8855 -2.9651
16 H -3.3301 -1.5247 -2.9531
17 H -4.8997 1.8951 -2.9403
18 H -5.1180 0.3878 -3.8253
19 H -5.1218 0.3878 -2.0554
20 H -2.7136 2.6961 -2.9157
21 H -0.2789 2.3456 -2.9064
22 C 4.8954 -0.5019 1.2339
23 N 3.5222 -0.0692 1.2820
24 C 2.5003 -1.0017 1.0084
25 O 2.7746 -2.1780 0.7633
26 C 1.1808 -0.5174 1.0157
27 I -0.3001 -1.7814 0.3139
28 C -1.4031 -1.8427 2.1407
29 C -2.7307 -1.5275 1.9642
30 C -3.6185 -1.6884 3.0140
31 C -3.1644 -2.1472 4.2325
32 C -1.8262 -2.4340 4.4079
33 C -0.9392 -2.2768 3.3590
34 C 0.8465 0.8025 1.3588
35 O -0.3202 1.1910 1.4303
36 N 1.9211 1.6795 1.6051
37 C 1.6399 3.0654 1.8538
38 C 3.2539 1.2700 1.5616
39 O 4.1587 2.0602 1.7656
40 H 5.5505 0.3354 1.4723
41 H 5.0460 -1.2984 1.9594
42 H 5.1272 -0.8675 0.2353
43 H -3.0648 -1.1740 0.9994
44 H -4.6629 -1.4692 2.8725
45 H -3.8577 -2.2841 5.0463
46 H -1.4765 -2.7942 5.3607
47 H 0.1060 -2.5099 3.4762
48 H 2.5744 3.5970 2.0319
49 H 1.1365 3.4889 0.9867
50 H 0.9949 3.1461 2.7257

Cartesian forces (eV/Å) of the 3 atoms listed first:
C 1.866 -0.392 0.061
O -3.470 -2.383 -0.020
C 0.816 2.318 0.066



Molecular formula: C22H13F4N5O5Rb
Method: DFT, the ωB97M-V functional and the def2-TZVPD basis

Results
* spin multiplicity: 1
* energy: -52238.740 eV
* HOMO level (alpha / beta): -5.94 / -5.40 eV
* relative energy (zero: lowest compared OMol25 entry of this formula, charge and spin): 0.043 eV
* molar mass: 588.836 g/mol
* charge: -1
* lowest unoccupied orbital energy (alpha / beta): -0.321 / -0.030 eV

CARTESIAN COORDINATES (ANGSTROEM)
1 Rb 0.0142 -2.1653 -0.4573
2 O 1.9835 0.4961 3.2909
3 C 1.6476 -0.4914 2.4510
4 O 1.7427 -0.4160 1.2538
5 C 1.1518 -1.7092 3.1938
6 O 0.7727 -2.6665 2.2602
7 C 0.3960 -3.9072 2.8588
8 C 0.0544 -4.9903 1.8037
9 O -0.2675 -6.0705 2.3101
10 O 0.1318 -4.6537 0.5972
11 H 2.3010 1.2564 2.7743
12 H 0.3277 -1.4104 3.8562
13 H 1.9675 -2.0626 3.8403
14 H -0.4786 -3.7598 3.5019
15 H 1.2169 -4.2771 3.4826
16 F -0.4299 1.0494 -0.2365
17 C -0.8410 2.0586 0.5463
18 C 0.1135 2.7858 1.1819
19 F 1.3918 2.4392 0.9771
20 C -0.1748 3.9034 2.0067
21 C -1.5546 4.2430 2.0235
22 C -2.5100 3.5184 1.3761
23 F -3.7814 3.9079 1.5097
24 C -2.2262 2.3482 0.6226
25 C -3.2082 1.5439 0.0106
26 C -2.8933 0.2585 -0.5006
27 N -2.6672 -0.7951 -0.9142
28 C -4.5842 1.8905 -0.0754
29 N -5.7045 2.1288 -0.2038
30 F -1.9518 5.2921 2.7480
31 C 0.8152 4.5819 2.7416
32 C 0.5770 5.7779 3.4722
33 N 0.4459 6.7417 4.0906
34 C 2.1334 4.0652 2.8784
35 N 3.2048 3.6536 2.9928
36 C 2.0146 -3.7174 -3.6444
37 C 1.3036 -2.5383 -4.1966
38 C 1.2299 -2.1324 -5.5849
39 C 0.4773 -1.0016 -5.5992
40 C 0.1138 -0.7522 -4.2192
41 C -0.6886 0.3758 -3.6898
42 N 0.6240 -1.6915 -3.4064
43 H 2.4997 -4.2960 -4.4281
44 H 1.3230 -4.3662 -3.1018
45 H 2.7712 -3.3965 -2.9244
46 H 1.6874 -2.6454 -6.4161
47 H 0.1902 -0.3960 -6.4442
48 H -1.1335 0.9646 -4.4900
49 H -0.0531 1.0297 -3.0855
50 H -1.4756 -0.0019 -3.0344

Cartesian forces (eV/Å) of the 3 atoms listed first:
Rb 0.001 -0.006 0.016
O -0.052 -0.055 -0.015
C 0.043 -0.016 0.017